Entry from the OMol25 dataset: the ion C9H14N2P with charge +1 (ωB97M-V with the def2-TZVPD basis set).

Computed properties:
Energy above the lowest of the compared OMol25 structures with the same formula, charge and spin, kJ/mol: 64.3
HOMO energy (spin up / spin down), Eh: -0.4485 / -0.4483
Gap between HOMO and LUMO (spin up / spin down), Ha: 0.243 / 0.241
E_LUMO (spin up / spin down), eV: -5.58 / -5.64
Strongest force on any atom, eV Å⁻¹: 5.59
Net charge: +1

XYZ file:
```
26
Properties=species:S:1:pos:R:3:nbo_charge:R:1
C -2.87 -3.84 0.06 -0.2509
C -2.85 -2.48 0.01 -0.1069
C -1.50 -4.26 0.08 0.0796
C -1.53 -2.03 0.07 0.0004
C -1.06 -0.68 0.13 0.2113
C 1.09 0.76 -1.33 -0.6409
C -0.03 2.25 0.35 -0.6041
C 1.97 0.88 1.20 -0.6316
C 0.84 0.93 0.22 0.1307
N -0.65 -3.16 0.20 -0.6852
N 0.08 -0.30 0.54 -0.4894
P 0.96 -3.30 0.76 0.6059
H -3.61 -4.49 -0.06 0.2393
H -3.60 -1.90 -0.31 0.2316
H -1.19 -5.20 -0.17 0.2314
H -1.59 0.09 -0.32 0.2197
H 1.34 -0.34 -1.47 0.2232
H 0.26 1.34 -1.86 0.2419
H 2.06 1.28 -1.64 0.2432
H -1.03 2.02 0.19 0.2058
H 0.36 2.90 -0.37 0.2268
H 0.20 2.78 1.37 0.2356
H 2.67 0.06 1.00 0.2196
H 2.58 1.74 1.03 0.2444
H 1.57 0.73 2.17 0.2293
H 0.75 -1.12 0.93 0.3894
```